Model A:
43
Properties=species:S:1:pos:R:3 method="wB97M-V/def2-TZVPD" homo_ha=-0.273 smiles="CCOCCCNc1nc(=S)[nH]c2cc(OC)c(OC)cc12" gap_ev=7.6688
N -0.46 2.82 -0.47
O 2.44 -2.44 -0.45
H 3.37 -4.15 -0.86
H -5.84 -2.45 -0.52
H 6.62 -0.71 0.85
C 3.27 1.11 0.21
C 3.66 -3.14 -0.57
N -1.41 0.84 -1.02
C 2.41 -1.09 -0.30
H -5.11 -3.79 0.39
C -4.91 -2.85 -0.12
H -2.52 0.04 1.34
H 4.20 -3.17 0.37
C 3.49 -0.25 0.09
H -4.98 -1.69 1.70
C -3.41 1.66 0.19
H -4.23 -3.03 -0.95
H 0.38 -1.19 -0.82
H -2.86 2.39 0.77
H -2.56 2.42 -1.63
C -2.70 1.45 -1.16
H -4.41 2.04 -0.01
H -3.31 0.81 -1.79
H -4.14 0.52 1.88
C -3.51 0.36 0.99
O 4.69 -0.84 0.34
C -0.33 1.53 -0.62
N 1.81 3.01 0.09
C 2.02 1.67 -0.03
C 0.57 3.60 -0.12
H 5.59 0.50 1.66
C 5.78 -0.03 0.71
H -3.35 -2.24 1.25
S 0.43 5.23 0.07
H 6.03 0.70 -0.07
C -4.30 -1.86 0.85
C 0.94 0.85 -0.40
H 2.56 3.63 0.36
H 4.07 1.77 0.50
C 1.17 -0.52 -0.53
O -4.08 -0.64 0.17
H -1.38 -0.17 -0.99
H 4.30 -2.71 -1.35



Model B:
43
Properties=species:S:1:pos:R:3 method="wB97M-V/def2-TZVPD" homo_ha=-0.307 smiles="CCOCCCNC(=O)Cn1sc2nc(C)cc(C)c2c1=O" gap_ev=8.4373
H 0.38 1.40 -3.27
H -3.28 -2.04 0.31
C 0.73 1.89 -1.23
N -2.59 1.14 -0.15
C -0.63 3.55 0.10
H -0.18 4.12 0.78
C -3.34 0.02 -0.50
C -0.61 -1.46 0.90
C -2.75 -1.38 -0.45
N -1.26 -1.49 -0.30
H -1.15 1.49 -2.30
H -3.09 -1.85 -1.33
C 1.84 -1.10 2.96
H 1.61 2.56 -1.30
H 2.86 -1.05 3.34
H 4.67 -2.92 -1.11
H 4.88 -3.86 0.21
H 1.29 -1.74 3.70
H -2.40 4.23 1.08
H -1.91 2.70 1.55
O -0.03 2.23 -0.01
H 1.46 -0.12 2.96
C 4.19 -3.71 -0.60
H -0.32 3.05 -2.86
N 1.80 -3.16 -0.81
H -0.74 4.20 -0.84
C 1.88 -1.77 1.59
S -0.54 -2.48 -1.38
C 0.71 -1.98 0.90
H -1.72 0.84 0.24
H 4.04 -2.08 1.52
H -3.92 2.70 0.17
C -2.99 2.51 -0.22
C 3.08 -2.42 1.14
H 1.03 0.87 -1.18
H 3.98 -4.54 -1.27
C 2.98 -3.14 -0.03
O -4.52 0.05 -0.93
O -1.02 -0.88 1.85
C 0.81 -2.50 -0.31
H -3.05 2.84 -1.20
C -0.14 1.98 -2.48
C -2.02 3.29 0.72



Order from most stable to least stable according to the calculation: model A, model B



Model A:
47
Properties=species:S:1:pos:R:3 method="wB97M-V/def2-TZVPD" homo_ha=-0.285 smiles="CC1(C)OC(=O)C([C@@H](c2ccccc2)[N+]2(C)CCOCC2)=C([O-])O1" gap_ev=8.1435
N 0.83 1.34 -0.60
H 0.76 -4.95 0.50
C 0.03 0.15 -0.86
C -4.37 0.23 -1.24
H -4.15 2.19 -2.15
H -0.52 -4.53 1.68
H 2.51 0.59 -1.68
H 1.83 3.57 1.08
C 2.31 1.04 -0.70
C -2.28 -0.81 -0.60
H 1.78 4.10 -1.13
H 1.40 2.21 -2.47
O 0.41 -2.08 2.23
H 1.36 1.30 1.48
H -1.83 2.44 -1.57
H 0.21 4.50 -1.91
H -0.39 -3.62 0.13
C 1.46 -1.83 -0.33
C 0.60 1.81 0.86
H 2.61 0.34 0.09
C -0.08 -1.07 1.44
C -3.65 1.36 -1.65
H -5.46 0.21 -1.35
H 2.81 2.01 -0.59
H -1.76 -1.71 -0.26
C 0.71 3.82 -1.20
C 1.97 -3.80 2.74
H -4.21 -1.70 -0.26
C 0.17 -4.13 0.93
H 0.28 3.57 2.01
O 0.04 4.02 0.05
O 1.90 -1.87 -1.47
H -0.31 2.21 -2.25
C 0.75 3.31 1.06
O -0.89 -0.31 1.97
C 0.62 2.40 -1.71
C -3.68 -0.83 -0.65
H -0.38 1.50 1.19
C 1.13 -3.17 1.61
O 2.05 -2.64 0.64
H 2.57 -3.01 3.21
H 2.62 -4.58 2.34
H 0.36 -0.20 -1.85
C -2.28 1.45 -1.39
C -1.54 0.33 -0.93
H 1.29 -4.23 3.49
C 0.41 -0.94 0.09



Model B:
47
Properties=species:S:1:pos:R:3 method="wB97M-V/def2-TZVPD" homo_ha=-0.292 smiles="CC1(C)CC(=O)c2cc(OCC(=O)NC[C@@H]3CCCO3)ccc2O1" gap_ev=8.4879
C -0.92 -0.36 0.76
O 0.48 3.03 0.34
H -4.23 -0.39 -1.99
H 2.05 -0.87 -0.98
O 2.17 1.53 -1.24
H -6.11 -0.20 1.26
H 3.83 -1.78 -2.16
C 3.79 -2.19 -1.15
H 1.87 2.47 1.77
C 1.81 2.87 0.74
H 5.06 -0.46 1.40
H 4.31 0.57 -1.39
H -4.93 -2.97 0.58
C -0.34 1.93 0.33
C -3.87 1.34 -0.82
C 5.04 -1.80 -0.35
C 0.00 0.66 0.79
H 3.68 -3.27 -1.23
H -4.88 -1.05 2.20
C -4.45 -0.94 0.09
H 5.32 -2.60 0.34
H -5.69 0.27 -1.23
C -1.62 2.14 -0.17
H -4.58 0.59 1.62
C -2.21 -0.16 0.27
C 2.61 1.97 -0.21
H 0.99 0.44 1.16
H 5.89 -1.56 -0.98
C -5.09 -2.28 -0.24
H 4.14 2.06 1.14
H -6.16 -2.16 -0.40
H 5.74 1.03 -0.42
H -4.65 -2.70 -1.13
H 2.24 3.87 0.72
O -3.06 -1.21 0.29
O -4.31 2.42 -1.13
N 3.89 1.77 0.21
C -5.05 -0.36 1.38
C -2.55 1.11 -0.22
O 3.20 -0.85 0.74
C -4.64 0.05 -1.07
H -1.90 3.11 -0.55
H 1.95 -2.31 0.07
C 2.63 -1.56 -0.36
C 4.55 -0.58 0.44
C 4.69 0.72 -0.38
H -0.66 -1.34 1.12



Order from most stable to least stable according to the calculation: model B, model A



Model A:
17
Properties=species:S:1:pos:R:3 method="wB97M-V/def2-TZVPD" homo_ha=-0.517 gap_ev=10.3000 total_charge=+1
H 1.98 1.09 -1.10
H 3.57 -0.50 -0.35
H -3.15 0.35 -1.11
H 2.15 -1.41 -0.86
H -0.84 0.06 -1.20
H -1.83 -0.95 1.39
N -1.14 0.25 -0.25
H -2.97 1.11 0.54
C -1.93 -0.82 0.32
C 0.90 0.98 0.57
C -2.61 0.39 -0.17
H -2.02 -1.75 -0.22
N 1.78 0.56 -0.26
C 2.51 -0.68 -0.14
H 2.41 -1.08 0.87
H 0.72 0.44 1.49
H 0.48 1.96 0.46



Model B:
17
Properties=species:S:1:pos:R:3 method="wB97M-V/def2-TZVPD" homo_ha=-0.479 gap_ev=9.0078 total_charge=+1
H 2.43 0.70 0.68
C -1.32 -0.12 -0.26
N 1.54 0.91 0.22
C -2.24 -1.02 1.93
C 1.46 0.80 -1.10
H 3.24 -0.14 -1.48
N 2.39 0.25 -1.87
C -1.22 -0.50 1.19
H 0.53 1.09 -1.60
H -1.32 0.96 -0.42
H -0.43 -0.57 -0.76
H -2.18 -0.55 -0.71
H -3.24 -1.25 1.50
H 2.09 0.02 -2.80
H -0.26 -0.34 1.75
H 0.69 0.98 0.74
H -2.18 -1.21 3.00



Order from most stable to least stable according to the calculation: model B, model A



Model A:
17
Properties=species:S:1:pos:R:3 method="wB97M-V/def2-TZVPD" homo_ha=-0.440 smiles="N/C=C/CC[NH3+]" gap_ev=8.6977 total_charge=+1
C -0.35 1.03 0.42
H -2.06 -1.61 -2.10
H -1.09 1.21 1.20
C -0.63 -0.10 -0.55
N 2.01 0.38 0.15
N -1.95 -1.95 -1.17
H -2.36 -2.83 -1.00
C -1.31 -1.23 -0.24
H 1.41 2.14 1.31
C 1.05 1.15 1.04
H 2.90 0.22 0.60
H -0.31 0.22 -1.54
H 1.11 0.62 1.99
H -0.58 1.99 -0.06
H -1.31 -1.63 0.77
H 2.03 0.83 -0.77
H 1.45 -0.44 -0.04



Model B:
17
Properties=species:S:1:pos:R:3 method="wB97M-V/def2-TZVPD" homo_ha=-0.491 gap_ev=8.6775 total_charge=+1
C -3.02 -0.34 0.01
H -3.04 0.76 -0.29
C -0.88 -0.96 -0.95
H -1.26 -0.60 -1.95
H 2.02 -0.62 1.55
H -3.46 -0.66 1.01
N 1.45 0.57 -0.29
C 2.25 1.47 0.58
H 0.16 -1.36 -0.90
H 1.72 0.71 -1.27
H -3.67 -0.76 -0.80
H 3.32 -0.38 0.18
H 1.60 2.08 1.32
C 2.42 -0.05 0.59
H 3.07 2.21 0.15
N -1.62 -0.89 0.08
H -1.06 -1.19 0.96



Order from most stable to least stable according to the calculation: model A, model B



Model A:
17
Properties=species:S:1:pos:R:3 method="wB97M-V/def2-TZVPD" homo_ha=-0.484 smiles="C=C(N)CC[NH3+]" gap_ev=9.8338 total_charge=+1
H -1.23 0.04 0.72
H -0.85 -2.41 -0.75
H -1.76 -1.38 1.55
H 1.00 -0.58 -1.73
H 2.81 0.31 0.03
C 0.23 -0.38 -1.02
H 0.43 -1.97 0.45
N -0.28 1.62 0.33
H -2.38 -0.90 0.05
H 2.19 1.97 0.70
C -0.40 -1.58 -0.20
H 0.07 2.15 1.09
C 0.71 0.65 -0.09
H -0.43 2.27 -0.37
H -0.58 0.13 -1.57
C 2.01 0.99 0.23
N -1.54 -0.94 0.58



Model B:
17
Properties=species:S:1:pos:R:3 method="wB97M-V/def2-TZVPD" homo_ha=-0.497 smiles="C=NCCC[NH3+]" gap_ev=9.9577 total_charge=+1
H -0.86 0.13 -2.00
C 0.03 -1.47 1.94
H -0.43 -1.80 -0.66
H 0.28 -2.28 1.31
H -1.93 -1.16 0.05
N -0.40 -0.55 1.18
H -1.98 0.98 -0.90
C -0.91 -0.94 -0.14
H -0.12 1.59 0.58
H 1.44 -0.08 -0.86
C 0.01 1.38 -0.44
H 2.06 1.55 -0.99
N 1.51 0.87 -0.47
C -1.01 0.38 -0.98
H 2.10 0.69 0.39
H 0.17 -1.57 3.03
H 0.05 2.28 -1.07



Model C:
17
Properties=species:S:1:pos:R:3 method="wB97M-V/def2-TZVPD" homo_ha=-0.531 smiles=C[N+]1(C)C[C@H]1N gap_ev=11.6782 total_charge=+1
C 1.54 -0.71 -0.57
C -0.35 -0.77 1.06
H 2.42 -0.61 0.07
H 1.33 -1.77 -0.71
H 1.75 -0.27 -1.54
H -0.68 -0.17 1.91
H 0.05 -1.73 1.35
C 0.59 1.39 0.21
H -0.32 1.86 0.57
H 1.40 1.57 0.92
N -2.11 0.21 -0.40
H -2.39 0.85 0.33
N 0.40 -0.04 0.03
C -1.06 -0.62 -0.22
H -2.43 0.42 -1.32
H 0.86 1.84 -0.75
H -0.99 -1.43 -0.94



Order from most stable to least stable according to the calculation: model C, model A, model B



Model A:
17
Properties=species:S:1:pos:R:3 method="wB97M-V/def2-TZVPD" homo_ha=-0.444 smiles="N/C=C/CC[NH3+]" gap_ev=8.6770 total_charge=+1
H -2.02 0.18 0.58
H -0.21 -0.75 -1.67
H 0.17 0.59 2.04
H 1.00 -2.12 1.53
H -0.19 1.95 -0.44
N 1.10 -1.11 1.39
C -0.27 -0.05 -0.84
H 1.30 -1.06 0.37
H -0.75 -0.81 2.48
H -1.49 -1.36 0.35
C -0.05 1.23 -1.25
C -0.19 -0.37 1.66
N 0.26 1.60 -2.51
H 1.84 -0.78 2.02
H 0.78 0.92 -3.04
C -1.07 -0.34 0.39
H -0.21 2.29 -3.06



Model B:
17
Properties=species:S:1:pos:R:3 method="wB97M-V/def2-TZVPD" homo_ha=-0.425 gap_ev=2.4022 total_charge=+1
H -1.51 -5.66 -4.44
H -2.64 -6.58 -2.20
N 0.16 -4.67 -1.68
H 4.01 18.61 9.15
H 3.39 20.01 9.19
H -0.07 -4.54 -4.20
H 5.01 19.85 9.26
H -1.12 -7.18 -1.66
H -1.38 -3.07 -2.47
C -1.72 -6.38 -1.71
C -0.99 -5.00 -3.84
H -1.94 -6.14 -0.57
H -2.92 -4.09 -2.81
C -0.94 -5.18 -2.31
H 1.06 -5.25 -1.78
N 4.24 20.01 9.78
C -1.79 -4.02 -2.85



Order from most stable to least stable according to the calculation: model A, model B